{
  "formula": "C6H35NO13",
  "method": "ωB97M-V/def2-TZVPD",
  "species": ["O", "C", "C", "C", "C", "C", "C", "N", "H", "H", "H", "H", "H", "H", "H", "H", "H", "H", "H", "H", "H", "O", "H", "H", "O", "H", "H", "O", "H", "H", "O", "H", "H", "O", "H", "H", "O", "H", "H", "O", "H", "H", "O", "H", "H", "O", "H", "H", "O", "H", "H", "O", "H", "H", "O"],
  "coordinates": [[2.312, 1.189, -0.757], [1.387, 0.428, -0.598], [-0.036, 0.941, -0.774], [-0.968, -0.258, -0.662], [-2.377, 0.237, -0.962], [-2.749, 0.603, -2.190], [-2.902, 0.113, 1.461], [-3.358, 0.203, 0.061], [1.484, -0.659, -0.442], [-0.263, 1.732, -0.051], [-0.039, 1.513, -1.704], [-0.920, -0.663, 0.349], [-0.655, -1.093, -1.289], [-3.686, 1.110, -2.395], [-2.147, 0.496, -3.085], [-3.584, 0.574, 2.167], [-2.662, -0.912, 1.735], [-1.918, 0.608, 1.473], [-4.021, 0.956, -0.048], [0.922, -3.332, 0.375], [0.598, -2.595, 1.723], [1.274, -2.741, 1.055], [3.505, 0.904, 1.146], [2.820, -0.368, 1.222], [2.906, 0.436, 1.741], [-2.101, -2.248, -0.237], [-3.141, -3.006, 0.459], [-2.177, -2.924, 0.446], [1.066, -3.836, -1.974], [1.263, -2.315, -2.098], [0.802, -3.002, -1.576], [-1.355, 3.128, -1.365], [-0.336, 3.704, -2.254], [-1.170, 3.950, -1.836], [0.898, 0.131, 3.216], [1.413, -1.196, 2.727], [0.658, -0.610, 2.649], [-1.097, -2.692, -3.186], [-2.654, -3.062, -3.501], [-1.732, -3.159, -3.729], [2.053, 3.935, -1.197], [2.424, 3.024, -0.058], [1.920, 3.826, -0.251], [-0.020, 3.958, 2.015], [-0.325, 2.453, 1.848], [-0.608, 3.252, 2.302], [-1.692, 1.508, 3.371], [-1.635, 2.637, 4.337], [-1.822, 1.693, 4.302], [2.884, -1.750, -3.820], [1.787, -0.625, -3.679], [2.214, -1.369, -3.247], [4.055, -1.764, 0.859], [3.783, -1.860, 2.406], [4.405, -2.036, 1.702]],
  "forces_ev_per_a": [[0.6, -0.9, -0.2], [-0.6, 1.4, -0.7], [0.9, -0.8, 0.5], [-1.1, 0.7, 0.1], [-0.9, -0.9, -0.3], [0.1, 0.6, -0.7], [1.2, 0.2, -0.8], [0.5, 0.2, 0.7], [0.2, 0.0, 0.3], [0.1, -0.3, 0.3], [-0.2, -0.6, -0.3], [0.3, 0.1, 0.0], [-0.1, 0.2, -0.4], [-0.2, -0.3, 0.3], [0.4, 0.0, 0.3], [-0.1, 0.0, -0.1], [-0.4, -0.1, 0.1], [-0.3, 0.3, 0.8], [-0.2, -0.2, -0.2], [-0.1, 0.4, 0.1], [-0.4, -0.3, -0.3], [0.4, 0.1, 0.3], [0.1, 0.4, 0.3], [-0.5, -0.2, 0.3], [0.6, 0.2, -0.1], [0.4, -0.1, -0.1], [0.1, -0.3, 0.3], [-0.6, 0.1, -0.3], [-0.1, -0.1, -0.2], [0.1, -0.5, 0.1], [-0.2, 0.1, -0.3], [-0.5, 0.2, 0.1], [0.0, 0.4, -0.1], [0.3, -0.5, 0.0], [-0.1, 0.1, 0.0], [0.2, 0.0, 0.0], [-0.5, 0.1, 0.3], [-0.5, 0.2, 0.6], [0.2, 0.5, 0.6], [0.4, -0.7, -1.2], [0.0, 0.1, 0.0], [-0.2, 0.1, -0.1], [0.1, 0.2, 0.2], [0.1, -0.1, -0.2], [0.3, 0.2, -0.1], [-0.2, 0.1, 0.1], [-0.1, -0.1, -0.1], [0.0, 0.0, 0.0], [-0.1, 0.0, 0.2], [-0.1, 0.2, -0.2], [0.3, 0.0, -0.3], [-0.1, 0.1, 0.4], [-0.4, -0.1, -0.1], [-0.3, 0.2, -0.2], [1.1, -0.5, 0.2]],
  "gap_ev": 8.18,
  "lumo_ev": -0.32,
  "de_lowest_kcal_mol": 83.3,
  "homo_energy_ev": -8.499,
  "multiplicity": 1
}